1.
A cluster of 2 separate species, C19H18N2O8S in total, computed with ωB97M-V/def2-TZVPD.

```
48
Properties=species:S:1:pos:R:3:forces:R:3:lowdin_charge:R:1
N -2.3272 -0.4133 -2.4554 -1.7545 -0.0857 0.2549 0.081
C 4.2029 0.9463 1.0451 -0.4947 -0.5774 -0.2281 0.096
H -0.4358 1.1822 -3.6124 0.0329 0.1832 0.0321 0.085
O -4.7241 -0.0381 -3.7756 -0.0180 -0.5743 0.3630 0.052
C -1.0775 -1.0357 2.0736 0.1532 0.0302 -0.0500 0.006
H -7.4841 -2.7555 -3.7435 0.2132 0.0516 0.0599 0.084
H -0.1442 1.0432 -1.8582 0.0127 0.2118 0.0235 0.079
C 2.3464 -0.6537 0.4862 0.7939 -0.9242 -1.6808 -0.269
C 4.0312 2.4697 2.8873 -0.6727 0.1007 0.9479 -0.179
O 2.9942 -1.1266 -0.4451 -0.5323 0.5054 0.9499 0.108
C 2.7619 1.9676 3.1912 -0.0056 0.0683 0.0391 0.050
H -1.6568 -0.6243 2.8975 0.2838 0.0501 -0.1316 0.120
C -0.1213 0.5169 -2.8103 -0.1242 -0.0900 0.0185 0.008
C -1.6508 -2.0205 1.2666 0.4834 0.2176 0.0101 -0.058
H -2.6130 0.5510 -2.3850 -0.1565 -0.1113 -0.0671 0.145
H 0.8902 0.1618 -3.0042 -0.1604 -0.0036 0.0175 0.087
H 5.9027 3.4692 5.4929 0.3161 -0.1390 0.5450 0.087
O -0.6271 -1.7993 -2.9566 -0.2916 -0.0828 0.0705 0.024
C 0.9736 -1.1302 0.7624 -1.0296 -0.1944 0.4563 -0.074
O 0.1830 0.9639 3.6067 0.5176 -0.4262 -0.6457 0.097
H 2.1992 2.3764 4.0333 0.1592 -0.1542 -0.2610 0.134
H -2.6617 -2.3651 1.4641 0.1227 0.0758 0.0172 0.106
S 4.7209 3.7922 3.8805 -0.3020 2.5370 0.5784 0.721
H -1.3534 -3.3270 -0.4303 0.0975 0.1355 0.0845 0.111
H -6.6490 -1.8420 -5.0234 -0.1063 0.0173 0.0396 0.088
O 5.9449 2.5075 1.4265 -0.5779 -0.2806 0.0774 0.076
C 0.2325 -0.5783 1.8343 -0.2567 -0.8216 -0.7373 -0.076
C 0.8305 0.4695 2.6869 -1.1230 0.8217 1.3398 -0.282
O 6.0100 3.1158 4.6008 -1.1436 0.2239 -0.7967 -0.138
H -7.3233 -0.9878 -3.6254 0.0238 -0.0800 -0.0701 0.087
H 6.0304 3.4300 1.7381 -0.0782 -0.2367 0.0287 0.092
C 4.7429 1.9812 1.8016 0.7957 0.4828 -0.6281 -0.272
C -3.3756 -1.4343 -2.3545 0.3321 0.2535 -0.1445 -0.077
N -5.5613 -2.0597 -3.2424 -0.4434 -0.9520 0.3364 0.003
C 2.1929 0.9563 2.4036 0.9025 0.0983 -0.3834 -0.070
C 2.9275 0.4200 1.3232 0.7948 1.2406 0.9415 -0.046
H -5.3887 -2.9283 -2.7622 -0.0181 0.0712 -0.0559 0.135
C 0.3829 -2.1263 -0.0357 0.0969 0.0525 -0.0126 0.004
C -4.6145 -1.1156 -3.1961 0.4662 1.6163 -0.5666 -0.487
H -2.9883 -2.4013 -2.6772 0.3186 0.1325 0.0653 0.125
C -0.9189 -2.5657 0.2119 0.3144 0.2906 0.1470 -0.060
O 5.2181 4.8570 3.0022 -0.4169 -2.0489 0.5521 -0.284
H -3.6834 -1.5245 -1.3135 -0.0874 -0.1008 0.1432 0.119
O 3.8333 4.2398 4.9553 0.9873 -1.3406 -1.5166 -0.283
C -6.8308 -1.9069 -3.9492 0.3306 0.3361 -0.0356 -0.058
H 0.9294 -2.5557 -0.8744 -0.0253 0.2442 0.2485 0.123
H 4.7833 0.5682 0.2085 -0.1689 0.0131 0.0865 0.141
C -1.0541 -0.6700 -2.7499 1.4386 -0.8376 -0.4626 -0.562
```
Positions in Å, forces in eV/Å.

Computed properties:
Total charge: 0
Molecular weight, g/mol: 434.43
F_max, eV Å⁻¹: 2.6
Frontier orbital gap, eV: 8.297
SMILES: O=C1c2ccccc2C(=O)c2cc(S(=O)(=O)O)c(O)cc21.CNC(=O)CNC(C)=O
Multiplicity: 1


2.
A structure of composition C19H18N2PtS5, computed with ωB97M-V/def2-TZVPD.

```
45
Properties=species:S:1:pos:R:3:forces:R:3:lowdin_charge:R:1
H -3.4822 3.7666 4.0716 0.0304 0.0338 -0.0600 0.101
C 3.0154 6.3343 -0.9350 0.0027 0.0049 0.0427 -0.100
H 3.8651 6.8584 -1.3554 -0.0414 0.0007 0.0063 0.098
S 0.1981 -0.6295 2.4818 0.4590 0.2534 -0.4669 0.016
H -1.0413 6.8003 1.0338 0.0060 0.0152 0.0192 0.109
C 4.3621 -2.0425 2.4097 0.0082 0.0175 -0.0986 -0.157
S -1.3196 -1.7943 2.9028 -0.4398 -0.2653 0.0315 -0.045
H -2.6774 7.7141 2.6204 0.0042 -0.0231 -0.0226 0.101
H 4.6927 0.0863 2.6258 0.0563 0.0569 -0.0283 0.125
C 1.3323 4.6197 -1.0950 0.0504 -0.0029 -0.0610 -0.029
H 1.0911 6.2636 1.8539 0.0283 0.0064 -0.0475 0.111
C 1.4430 6.0061 0.8622 0.0311 0.0462 0.0072 -0.045
H 3.0951 -0.4644 3.1390 -0.0490 0.0482 0.0226 0.094
N 3.3699 -0.2851 1.0626 0.0873 0.0474 0.1662 0.027
C 2.7843 -1.1721 0.2647 -0.0035 0.1426 0.0490 -0.849
C -0.4714 1.6477 0.1017 0.5110 0.1421 0.1573 -0.283
H -3.9136 6.2087 4.1500 0.0483 -0.0270 -0.0330 0.098
S 2.0702 -0.6518 -1.2297 0.0121 -0.1947 0.3714 0.549
C 2.4110 5.3003 -1.6378 -0.0718 -0.0461 0.0221 -0.085
C -1.5476 6.1351 1.7201 -0.0619 0.0125 0.0076 -0.043
H 4.6769 -2.3286 3.4125 -0.0341 0.0011 -0.0114 0.122
N 2.7564 -2.4441 0.6355 0.0465 -0.1911 0.0381 0.026
H 2.2120 -3.0493 0.0426 -0.0322 -0.0626 -0.0252 0.106
H 5.2156 -2.1524 1.7365 0.0088 -0.0071 0.0497 0.125
C -2.4848 6.6482 2.6038 0.0596 -0.0428 -0.0377 -0.087
C 3.8842 -0.6031 2.3987 -0.0281 0.0468 -0.1703 -0.165
C -3.1819 5.8047 3.4597 0.0030 -0.0440 -0.0055 -0.098
C -1.2784 4.7579 1.6700 0.1370 -0.0579 -0.1266 -0.180
H 3.5502 -3.9582 1.8181 0.0162 -0.0644 -0.0473 0.125
C -2.0094 3.9168 2.5255 -0.0148 -0.0339 0.0458 -0.025
H -1.8244 2.8481 2.4880 -0.0177 0.0788 0.0183 0.106
C -0.3779 2.8338 0.4046 -0.3051 0.3717 -0.0760 -0.166
C 0.8170 4.9661 0.1602 -0.1884 -0.1194 0.1689 -0.184
H 3.2823 0.6746 0.7718 0.0222 0.0743 -0.0154 0.133
C 3.2246 -2.9283 1.9374 -0.0675 0.0253 -0.1334 -0.158
H 3.0024 7.4744 0.8840 -0.0190 -0.0323 -0.0023 0.100
S -1.5345 -3.2325 1.3986 0.1042 0.0439 0.1183 -0.021
H 2.7798 5.0247 -2.6179 -0.0007 -0.0198 0.0111 0.101
H 0.8678 3.8074 -1.6399 0.0093 0.0065 -0.0154 0.110
Pt -0.0937 -0.2789 -0.0631 -0.4936 -0.1301 0.2948 0.452
H 2.4015 -2.9077 2.6547 -0.0555 0.0115 -0.0129 0.110
C -2.9415 4.4352 3.4104 0.0521 -0.0246 -0.0400 -0.084
C -0.3014 4.1945 0.7354 0.1063 0.0301 0.0445 -0.135
C 2.5288 6.6795 0.3199 -0.0874 -0.0429 0.0297 -0.087
S -0.7487 -2.5460 -0.2864 0.1110 -0.0858 -0.1850 -0.023
```
Positions in Å, forces in eV/Å.

Computed properties:
Relative energy (zero: lowest compared OMol25 entry of this formula, charge and spin), kJ/mol: 0.00
Total charge: 0
Molecular weight, g/mol: 629.78
F_max, eV Å⁻¹: 0.7
Frontier orbital gap (alpha / beta), eV: 6.473 / 5.959
Multiplicity: 5


3.
The molecule C19H18N4O3, computed with ωB97M-V/def2-TZVPD.

```
44
Properties=species:S:1:pos:R:3:forces:R:3:lowdin_charge:R:1
H 3.8299 -3.3985 -3.4129 0.0736 0.0960 -0.0250 0.115
H 0.0884 2.1704 2.4239 0.0322 0.0964 0.0537 0.112
C 4.0554 -3.8700 0.3014 -0.0255 0.2360 -0.1815 -0.026
C -0.0336 1.2704 1.8390 0.0175 -0.0654 -0.0121 -0.014
H -2.3424 1.3152 3.4866 -0.1479 0.0485 -0.1598 0.138
C 1.0528 0.6930 1.2126 0.0258 -0.0613 -0.0540 0.003
H -1.9895 5.7562 2.7210 0.0726 0.1771 0.1238 0.118
C 1.2632 -6.0395 -2.3094 -0.0861 -0.0530 0.0669 -0.083
H -3.4034 0.8366 2.1339 0.0755 0.0830 0.0795 0.130
C 1.6975 -6.0085 -3.6236 -0.0001 -0.0370 -0.0911 -0.092
C -1.4548 -0.4471 0.9530 -0.0602 0.1029 0.1648 -0.031
C -1.2957 0.7005 1.7162 -0.0779 -0.0882 -0.0433 -0.206
C -2.4758 1.3488 2.4015 0.2255 -0.5196 0.0935 -0.078
C 3.2280 -3.1722 -0.7816 0.2295 -0.0551 0.0181 -0.315
H -0.5090 -1.9218 -0.2646 0.0032 -0.0810 -0.0654 0.114
C -2.9016 4.6320 1.0153 0.3702 -1.1845 0.9301 -0.145
H -3.4926 2.6672 0.1276 -0.0765 -0.1536 -0.1499 0.143
N -2.1019 3.6783 2.8634 0.4055 0.1418 0.8713 0.094
C 2.6847 -4.1675 -1.7804 0.0616 0.1037 -0.1106 -0.189
H 3.8542 -2.4354 -1.2954 -0.1309 -0.1654 0.0558 0.140
H 1.4117 -5.1685 -0.3696 -0.0337 -0.0285 0.1264 0.108
H 0.5411 -6.7790 -1.9953 -0.0534 -0.0570 0.0204 0.102
H 2.9655 -5.0276 -5.0410 0.0246 0.0051 -0.0873 0.103
H 1.4149 -2.9298 0.2748 0.0037 0.1595 0.0242 0.130
C -2.2845 4.8324 2.2682 -0.2381 0.0753 -0.5595 -0.052
C -0.3633 -1.0397 0.3427 0.2123 -0.0053 -0.0127 -0.024
C -3.0689 3.2561 0.9146 -0.0987 0.6729 -0.2692 0.044
C 1.7549 -5.1260 -1.3944 0.0515 0.0289 -0.0305 -0.048
H 2.0344 1.1352 1.2858 0.0935 0.0468 -0.0069 0.122
N -3.2811 5.6071 0.0702 -0.1720 0.2159 -0.3483 -0.379
O -3.0479 6.7686 0.3358 0.0646 0.2367 0.0749 0.085
C 3.1111 -4.1421 -3.1012 0.0065 0.0086 0.1048 -0.029
O 2.9902 -0.3685 -0.6569 0.2033 0.2268 -0.0306 0.077
N 2.1443 -2.4118 -0.1877 -0.0480 -0.3136 0.0219 0.110
H 3.4446 -4.5762 0.8598 -0.0523 -0.0942 0.0649 0.074
H -2.4359 -0.8850 0.8365 -0.1143 -0.0279 -0.0230 0.111
C 0.9009 -0.4772 0.4752 -0.1970 0.1745 0.0062 -0.131
C 2.1114 -1.0607 -0.1840 -0.1820 -0.0923 0.1076 -0.447
H 4.4602 -3.1332 0.9910 0.0354 0.0487 0.0798 0.082
H 1.3152 -6.7230 -4.3372 -0.0290 -0.0543 -0.0582 0.101
N -2.5812 2.7407 2.0456 -0.4180 0.3648 -0.4221 -0.152
C 2.6233 -5.0579 -4.0172 -0.0088 -0.0541 -0.0898 -0.080
O -3.8206 5.2175 -0.9478 -0.1211 -0.0598 -0.2518 0.078
H 4.8782 -4.4120 -0.1569 0.0834 -0.0991 -0.0059 0.086
```
Positions in Å, forces in eV/Å.

Computed properties:
Relative energy (zero: lowest compared OMol25 entry of this formula, charge and spin), kJ/mol: 491.80
Total charge: 0
Molecular weight, g/mol: 350.38
F_max, eV Å⁻¹: 1.6
Frontier orbital gap, eV: 9.357
SMILES: C[C@H](NC(=O)c1ccc(Cn2cc([N+](=O)[O-])cn2)cc1)c1ccccc1
Multiplicity: 1


4.
A structure of composition C19H19AuF6N2O2S2Sb, computed with ωB97M-V/def2-TZVPD.

```
52
Properties=species:S:1:pos:R:3:forces:R:3:lowdin_charge:R:1
S -4.6490 1.1815 -1.1980 -0.0290 0.0041 0.0562 1.122
N -2.1633 1.8472 -1.1920 -0.1245 0.0569 0.1189 -0.061
H 3.8308 -4.8855 4.8674 0.0083 -0.0093 0.0384 0.093
F -0.9063 -2.9572 -2.7638 0.0486 -0.0672 -0.0711 -0.344
H 4.6014 2.0153 -1.5293 -0.0184 -0.0599 -0.0691 0.081
C -4.7888 2.7286 -3.5600 0.0020 0.0064 -0.0289 -0.076
Sb -0.5276 -1.1390 -2.9948 -0.2218 -0.4168 -0.1099 1.366
O 2.0598 -5.6039 6.7347 0.0302 0.0063 -0.0403 0.007
C -4.0755 2.2020 -2.4932 -0.0877 -0.0284 0.0218 -0.458
H 2.6867 0.4268 -1.1904 -0.0468 0.0407 0.0787 0.114
C -3.0437 1.1351 -0.5234 -0.0095 0.1093 -0.1270 -0.678
H -1.8225 0.3532 0.8991 0.0362 0.0193 0.0348 0.052
C 1.0311 -2.1497 5.1427 -0.0104 0.1048 -0.0237 -0.564
H -0.9694 3.3914 -3.1584 -0.1409 0.0149 -0.0067 0.094
H -0.3193 -2.0783 2.0332 -0.0100 0.0486 0.0837 0.120
F -1.0103 -1.1631 -4.7991 -0.0484 0.0424 -0.1112 -0.338
C 0.2324 1.2159 0.9357 0.0575 0.0295 0.0092 -0.168
H 2.4088 0.3739 -2.9243 -0.0132 0.0512 0.0033 0.085
F -0.1798 0.7685 -3.1558 0.0726 0.1559 -0.2344 -0.404
C -2.7172 2.4470 -2.3318 0.1542 -0.0659 0.1730 -0.317
H 2.0488 -0.5121 6.0784 -0.0655 -0.0065 -0.0676 0.106
H -4.6353 3.9282 -5.3258 0.0125 -0.0243 0.0243 0.106
F -0.0087 -1.0114 -1.1799 0.0834 0.0542 0.2118 -0.382
H -0.0187 -3.6010 3.9533 -0.0151 0.0271 0.0178 0.117
H 1.8390 2.5870 -2.8211 0.0104 -0.0799 -0.0296 0.097
C 1.2904 0.0274 4.1415 0.0343 0.0522 0.1037 -0.025
C 0.3961 0.4749 1.8782 0.1061 -0.0081 0.3899 -0.137
H -3.4847 -0.1616 0.9673 -0.0288 -0.0830 0.0412 0.110
H 1.6611 1.0438 4.1877 -0.0310 -0.0378 0.0090 0.119
N -2.7829 0.4411 0.5833 0.0294 0.1560 -0.1816 0.152
S 1.2228 -3.1775 6.5688 0.0100 -0.2506 -0.0797 1.030
F -2.2726 -0.6563 -2.4567 -0.1210 -0.0913 -0.1311 -0.338
C -2.0377 3.2184 -3.2626 0.1322 0.0648 0.0013 -0.038
C -4.1046 3.5070 -4.4821 -0.0682 -0.0592 0.0822 -0.080
Au -0.0557 1.7602 -0.9676 -0.1913 0.0839 -0.0473 1.093
C 2.0585 -4.6689 5.9830 0.0399 0.0832 0.0306 -0.728
H -2.2164 4.3414 -5.0714 -0.0375 -0.0364 0.0597 0.108
C 1.5027 -0.8428 5.2016 0.0471 0.0874 -0.0799 -0.094
H 4.3505 1.9356 -3.2861 0.0063 -0.0462 0.0533 0.079
H 2.7008 -3.7461 4.1071 0.0189 -0.0135 -0.0043 0.059
C 0.3532 -2.5851 4.0055 -0.0405 0.0689 -0.0129 -0.097
O 1.9555 2.1747 -1.9569 0.3106 -0.1765 0.2069 -0.198
C 2.8023 0.9846 -2.1162 0.0034 0.1618 -0.0241 -0.270
C 2.7821 -4.6777 4.6565 -0.0446 0.0223 0.0449 -0.043
C 0.6161 -0.4026 3.0013 -0.0466 0.0062 -0.2234 -0.248
H 4.8595 0.4909 -2.4009 -0.0448 0.0765 -0.0192 0.086
H 2.4030 -5.5009 4.0501 -0.0387 0.0240 0.0355 0.094
C 4.2374 1.3880 -2.3462 0.0500 0.0734 0.0326 -0.073
C -2.7390 3.7443 -4.3333 0.0393 0.0098 -0.0313 -0.071
F 1.2834 -1.4177 -3.4225 0.0658 -0.1217 -0.1334 -0.347
H -5.8485 2.5295 -3.6711 0.0849 0.0240 -0.0084 0.113
C 0.1635 -1.7247 2.9383 0.0399 -0.0840 -0.0666 -0.021
```
Positions in Å, forces in eV/Å.

Computed properties:
Relative energy (zero: lowest compared OMol25 entry of this formula, charge and spin), kJ/mol: 0.00
Total charge: 0
Molecular weight, g/mol: 804.22
F_max, eV Å⁻¹: 0.5
Frontier orbital gap (alpha / beta), eV: 8.701 / 6.383
Multiplicity: 2


5.
A structure of composition C19H19BrN5PtS2, computed with ωB97M-V/def2-TZVPD.

```
47
Properties=species:S:1:pos:R:3:forces:R:3:lowdin_charge:R:1
C 1.3899 2.8880 -0.0761 -0.1503 -0.0339 -0.0136 -0.229
H -2.4486 -0.4044 -2.2950 0.0049 0.0594 0.0152 0.127
Br -1.7871 -0.1741 2.4143 -0.2089 -0.0374 0.2080 0.837
C -1.8120 -5.2047 -0.7465 -0.0486 0.0297 0.0979 -0.236
H -4.9370 -0.5297 -2.2750 0.0187 0.0002 0.0315 0.118
H -3.5434 -4.4120 0.2885 0.0067 -0.0272 -0.0018 0.069
C 2.4555 1.9646 -0.2502 0.0278 -0.0323 -0.0194 -0.587
S 0.6093 -4.6486 0.6357 -0.0392 -0.0658 -0.0148 1.132
N -1.0078 -2.9218 -0.2940 0.2231 0.1265 0.0528 0.024
C 0.6356 5.1752 0.0920 0.0251 0.0748 -0.0019 0.018
C 1.7016 4.2625 -0.0358 0.0021 0.0207 -0.0054 -0.148
C 0.9215 -2.9657 0.8528 0.0522 0.1260 0.0970 -0.709
H 4.5417 1.7013 -0.5108 -0.0082 0.0331 0.0060 0.107
H -2.9904 3.6811 0.1900 0.0210 -0.0113 0.0020 0.088
C -0.8425 -4.1908 -0.2196 0.0540 -0.0400 0.0568 -0.597
S 2.1600 0.2476 -0.3317 -0.4633 0.0080 -0.0121 0.652
H -4.7531 -0.4361 2.0264 0.0213 0.0072 -0.0416 0.116
N -2.2851 -0.3123 -0.2480 0.0134 0.2868 0.1154 -0.131
C 4.0505 3.7944 -0.3009 0.0278 -0.0503 -0.0028 -0.054
Pt -0.0697 0.1004 0.0966 0.7247 -0.0889 -0.2506 0.708
N 0.0963 2.4345 0.0276 0.0246 0.0807 0.0103 0.024
H -3.7197 -6.0971 -0.2267 0.0301 0.0287 0.0092 0.078
H -2.7154 -5.7009 1.1715 -0.0147 0.0117 -0.0299 0.079
H 5.0781 4.1227 -0.3863 -0.0317 -0.0280 -0.0005 0.115
C -3.0226 -5.3641 0.1797 0.0553 0.0087 -0.0054 -0.088
H 2.7318 -3.1166 1.7924 0.0195 -0.0011 -0.0184 0.104
H 2.1733 -1.5108 1.5162 0.0006 0.0109 -0.0389 0.025
C -5.0366 -0.4865 -0.1209 -0.0745 -0.0018 0.0322 -0.030
C 3.7471 2.4231 -0.3656 0.0696 -0.0011 -0.0173 -0.093
C -3.0079 -0.3930 -1.3690 0.1485 -0.1302 -0.0732 -0.117
C -2.3007 2.8406 0.2342 0.0347 0.0348 -0.0120 -0.025
C -0.8830 3.3173 0.1322 0.0130 -0.0361 0.0232 -0.290
N 0.0051 -2.2045 0.3149 -0.3798 -0.1365 -0.2145 -0.152
N 1.9781 -2.4995 1.5518 -0.1122 -0.0695 0.0346 0.103
C -0.6380 4.7089 0.1626 -0.0690 0.0062 0.0002 -0.002
C 3.0436 4.6993 -0.1403 -0.0285 0.0185 0.0058 -0.015
C -4.2940 -0.4227 1.0479 -0.0775 -0.0560 -0.0057 -0.076
H -2.4565 2.3255 1.1832 0.0072 0.0066 -0.0260 0.052
C -4.3859 -0.4743 -1.3463 -0.0372 -0.0383 -0.0470 -0.031
C -2.9254 -0.3338 0.9072 0.0524 -0.0479 0.0817 -0.750
H -6.1167 -0.5458 -0.0712 0.0407 -0.0039 -0.0070 0.123
H -1.3040 -6.1614 -0.8692 0.0123 -0.0037 -0.0260 0.105
H -1.4775 5.3862 0.2442 0.0206 -0.0308 0.0070 0.119
H 0.8458 6.2387 0.1207 -0.0137 -0.0474 0.0024 0.130
H -2.5359 2.1551 -0.5781 0.0158 0.0362 0.0223 0.070
H -2.1336 -4.8794 -1.7354 0.0073 0.0246 -0.0215 0.116
H 3.2505 5.7617 -0.0980 -0.0177 -0.0202 -0.0037 0.122
```
Positions in Å, forces in eV/Å.

Computed properties:
Total charge: +1
Molecular weight, g/mol: 656.51
F_max, eV Å⁻¹: 0.8
Frontier orbital gap (alpha / beta), eV: 7.015 / 6.583
Multiplicity: 3


- The highest multiplicity belongs to which entry?
  C19H18N2PtS5